1.
C6H14NS2 | ωB97M-V/def2-TZVPD

```
23
Properties=species:S:1:pos:R:3:forces:R:3
C 2.145837 1.028339 0.106141 -0.2 0.9 0.6
C 1.084957 1.414204 -0.904092 1.3 -0.6 -2.8
C 0.706688 0.686527 0.287413 -2.8 -1.9 0.5
C 0.108930 -2.093637 0.825539 1.4 -3.3 2.5
C -0.517070 -1.200278 -1.475869 -2.4 -2.4 2.9
C -0.403652 -0.924100 0.063180 0.0 2.0 -1.1
N 0.026006 1.536182 1.381620 -2.3 -2.4 -2.3
S -2.883685 1.070261 -0.345626 0.4 -0.6 0.2
S -2.116628 -0.568640 0.721473 1.3 0.6 0.4
H 2.845663 0.251206 -0.164714 0.1 0.2 0.1
H 2.448406 1.886907 0.751320 0.3 -1.2 -0.5
H 0.800368 2.413231 -1.088942 -0.2 1.2 0.4
H 1.239989 0.975114 -1.943221 -0.7 -0.1 1.7
H 1.208643 -2.223938 0.680802 -0.7 0.4 -0.2
H -0.282306 -3.127933 0.509137 0.1 1.8 -0.1
H 0.030902 -2.244553 2.007359 -0.3 1.3 -2.3
H -1.192311 -0.556232 -1.952580 -0.6 1.3 -0.7
H 0.409006 -1.215333 -1.874397 3.0 0.2 -1.6
H -0.963570 -2.246337 -1.655410 0.7 1.4 0.6
H -0.895268 0.900677 1.360075 1.0 0.8 1.4
H -0.388558 2.431978 1.091175 1.0 0.1 0.3
H 0.519348 1.490990 2.260162 -0.1 0.3 0.3
H -3.931705 0.315357 -0.640538 -0.5 0.1 -0.5
```
Positions in Å, forces in eV/Å.

Computed properties:
HOMO	-0.4774	Ha
frontier orbital gap	0.359	hartree
total charge	+1
energy above the lowest of the compared OMol25 structures with the same formula, charge and spin	203.6	kJ/mol

natural (NBO) population analysis, charges in e, atoms 1 to 8: -0.422, -0.466, 0.115, -0.735, -0.643, -0.053, -0.769, -0.126

=====

2.
C23H17N5O2S | ωB97M-V/def2-TZVPD

```
48
Properties=species:S:1:pos:R:3:forces:R:3
C 9.971755 -5.037022 1.145815 0.9 -0.3 0.2
S 9.798640 -3.924465 -0.300916 -0.2 -0.4 0.9
C 8.118215 -3.481691 0.057281 -0.9 0.5 -0.2
C 7.796105 -2.122730 0.193194 -0.5 0.3 -0.5
C 6.470287 -1.700437 0.417850 1.4 -2.7 -0.1
C 5.509193 -2.723991 0.516455 0.7 -0.1 0.2
C 4.118499 -2.416330 0.820109 -0.8 2.1 -1.1
C 3.568619 -1.191493 0.552123 0.8 -0.6 -0.4
C 2.136338 -0.851927 0.789905 0.3 -0.1 0.5
O 1.491930 -1.596835 1.487224 -1.1 -0.3 0.2
N 1.636757 0.328603 0.259995 -0.6 -0.6 0.3
C 0.328229 0.888481 0.358857 0.7 0.6 -0.4
C -0.765026 0.266379 0.916734 -1.6 0.0 0.5
C -2.009881 0.937531 1.019556 -0.1 -0.1 -0.2
C -2.175392 2.232256 0.516196 -1.2 -0.3 0.2
C -3.492781 2.978997 0.533780 0.0 -0.2 0.3
N -3.567019 4.209184 0.067588 0.2 -1.3 0.2
C -4.884664 4.574779 0.149874 1.5 -1.2 0.4
C -5.398921 5.724281 -0.296671 -1.5 3.0 -1.0
C -6.775731 5.964766 -0.158946 1.4 1.5 -1.1
C -7.605626 5.003857 0.389056 1.0 -0.1 0.3
C -8.966864 5.332184 0.635998 0.4 -0.2 0.3
N -9.996281 5.660399 1.006245 -1.0 0.2 0.0
C -7.044742 3.824808 0.876730 -0.8 -2.0 0.5
C -5.664962 3.587038 0.731471 -1.0 -0.2 0.1
N -4.773632 2.552452 0.994773 -0.2 0.7 -0.2
O -5.154949 1.305783 1.505417 1.7 -0.1 -0.6
C -1.091647 2.841424 -0.099810 1.6 -0.1 -0.1
C 0.157325 2.181580 -0.165245 -1.6 0.3 0.4
C 5.928112 -4.073016 0.381639 0.6 1.0 0.3
N 7.198635 -4.442781 0.159294 -0.6 0.2 0.1
H 9.405150 -5.946585 1.027475 -0.1 -0.3 -0.4
H 9.579563 -4.589755 2.064822 0.4 0.3 -0.2
H 11.050331 -5.310636 1.264419 -0.9 0.4 -0.1
H 8.616023 -1.439789 0.008265 -0.2 0.3 0.4
H 6.223488 -0.693023 0.609804 -0.1 1.0 0.0
H 3.514921 -3.226523 1.158490 -0.6 -0.3 0.4
H 4.187987 -0.416263 0.090581 -0.1 -0.3 0.1
H 2.271631 0.912050 -0.225190 0.6 0.4 -0.4
H -0.683342 -0.744296 1.263241 0.1 -0.2 0.2
H -2.921418 0.474296 1.441226 1.0 -0.1 -0.1
H -4.732948 6.475890 -0.772985 -0.6 -0.6 0.5
H -7.129964 6.956249 -0.514831 -0.1 -1.0 0.4
H -7.773752 3.084019 1.303852 1.0 0.6 -0.3
H -6.060929 1.330817 1.807269 -0.5 0.7 0.1
H -1.174458 3.851621 -0.503137 -0.1 -0.4 0.1
H 0.973138 2.713872 -0.606892 0.5 0.1 -0.2
H 5.194553 -4.863515 0.522513 0.1 0.0 -0.2
```
Positions in Å, forces in eV/Å.

Computed properties:
HOMO	-0.3138	Ha
frontier orbital gap	0.290	hartree
energy above the lowest of the compared OMol25 structures with the same formula, charge and spin	44.3	kJ/mol
structure (SMILES)	CSc1ccc(/C=C/C(=O)Nc2ccc(-c3nc4ccc(C#N)cc4n3O)cc2)cn1

natural (NBO) population analysis, charges in e, atoms 1 to 8: -0.731, 0.230, 0.052, -0.247, -0.142, -0.135, -0.102, -0.290

=====

Please write out number 1 again, unchanged.
C6H14NS2 | ωB97M-V/def2-TZVPD

```
23
Properties=species:S:1:pos:R:3:forces:R:3
C 2.145837 1.028339 0.106141 -0.2 0.9 0.6
C 1.084957 1.414204 -0.904092 1.3 -0.6 -2.8
C 0.706688 0.686527 0.287413 -2.8 -1.9 0.5
C 0.108930 -2.093637 0.825539 1.4 -3.3 2.5
C -0.517070 -1.200278 -1.475869 -2.4 -2.4 2.9
C -0.403652 -0.924100 0.063180 0.0 2.0 -1.1
N 0.026006 1.536182 1.381620 -2.3 -2.4 -2.3
S -2.883685 1.070261 -0.345626 0.4 -0.6 0.2
S -2.116628 -0.568640 0.721473 1.3 0.6 0.4
H 2.845663 0.251206 -0.164714 0.1 0.2 0.1
H 2.448406 1.886907 0.751320 0.3 -1.2 -0.5
H 0.800368 2.413231 -1.088942 -0.2 1.2 0.4
H 1.239989 0.975114 -1.943221 -0.7 -0.1 1.7
H 1.208643 -2.223938 0.680802 -0.7 0.4 -0.2
H -0.282306 -3.127933 0.509137 0.1 1.8 -0.1
H 0.030902 -2.244553 2.007359 -0.3 1.3 -2.3
H -1.192311 -0.556232 -1.952580 -0.6 1.3 -0.7
H 0.409006 -1.215333 -1.874397 3.0 0.2 -1.6
H -0.963570 -2.246337 -1.655410 0.7 1.4 0.6
H -0.895268 0.900677 1.360075 1.0 0.8 1.4
H -0.388558 2.431978 1.091175 1.0 0.1 0.3
H 0.519348 1.490990 2.260162 -0.1 0.3 0.3
H -3.931705 0.315357 -0.640538 -0.5 0.1 -0.5
```
Positions in Å, forces in eV/Å.

Computed properties:
HOMO	-0.4774	Ha
frontier orbital gap	0.359	hartree
total charge	+1
energy above the lowest of the compared OMol25 structures with the same formula, charge and spin	203.6	kJ/mol

natural (NBO) population analysis, charges in e, atoms 1 to 8: -0.422, -0.466, 0.115, -0.735, -0.643, -0.053, -0.769, -0.126